An isolated ion of composition C5H12NO3 and charge +1 in a non-equilibrium geometry. Source: the OMol25 dataset; level of theory: ωB97M-V with the def2-TZVPD basis set.

Positions of all 21 atoms, in Å:
C 0.64 0.93 0.78
C -0.57 0.64 -0.16
H 4.35 -1.27 -0.44
H -1.04 1.59 -0.42
O 3.97 -0.39 -0.32
H -0.88 -1.97 1.46
H 1.98 1.42 -0.88
H -2.20 -0.94 -1.49
O -0.82 -1.64 0.55
C 2.04 0.95 0.11
H -0.20 0.18 -1.09
C 2.69 -0.41 -0.06
H -3.29 -1.32 -0.27
H 0.48 1.90 1.24
O 2.00 -1.42 0.03
N -2.63 -0.61 -0.61
C -1.64 -0.27 0.48
H 0.67 0.20 1.59
H 2.71 1.57 0.71
H -3.15 0.25 -0.80
H 0.16 -1.50 0.33

Properties
Frontier orbital gap   0.3482 Eh
Molecular weight   134.155 g mol⁻¹
Energy above the lowest of the compared OMol25 structures with the same formula, charge and spin   2.4078 eV
2S+1   1
Net charge   +1
Total energy   -477.875411 Eh
Lowest unoccupied orbital energy   -3.1 eV

Here are the Mulliken charges for atoms 1 to 4, given in e: -0.709 -0.908 0.380 0.413

C5H12NO3PS as an isolated structure in a non-equilibrium geometry. Source: the OMol25 dataset; level of theory: ωB97M-V with the def2-TZVPD basis set.

Positions of all 23 atoms, in Å:
O 2.33 0.16 0.00
H -0.29 2.11 -2.70
C -1.39 -1.37 -0.77
C -1.33 0.14 1.21
C -0.42 -0.45 0.07
H -2.47 -1.05 -0.68
C 1.87 -0.66 1.07
C 0.71 -1.41 0.37
H -0.68 0.63 1.89
H 1.59 -0.25 2.11
O 1.03 1.97 0.84
H 2.57 -1.36 1.35
N 0.06 0.43 -0.93
H -1.33 -2.46 -0.51
S 1.31 1.31 -0.40
H -1.30 -1.23 -1.87
H -1.86 1.08 0.76
H 1.12 -1.72 -0.52
O 1.79 2.03 -1.53
H -1.83 -0.67 1.54
H 0.55 -2.27 0.97
H -0.89 3.02 -0.67
P -1.15 2.03 -1.59

Properties
Frontier orbital gap   0.3559 Eh
Molecular weight   197.196 g mol⁻¹
Energy above the lowest of the compared OMol25 structures with the same formula, charge and spin   2.7747 eV
2S+1   1
Total energy   -1217.602209 Eh
Lowest unoccupied orbital energy   -0.1 eV

Here are the Mulliken charges for atoms 1 to 4, given in e: -0.377 0.128 -1.738 -1.568

C5H12NOP in the gas phase in a non-equilibrium geometry. Source: the OMol25 dataset; level of theory: ωB97M-V with the def2-TZVPD basis set.

Positions of all 20 atoms, in Å:
H -4.00 -1.60 -0.29
C 1.52 1.40 0.81
H 0.43 -1.92 0.78
H 1.09 2.34 1.30
N -1.51 -0.11 -0.60
H -0.23 0.39 1.56
P -3.08 -2.04 0.61
H 1.97 -1.16 1.39
H 1.08 0.79 -1.88
H 1.58 -1.18 -0.57
C 1.20 -1.04 0.54
C 0.51 0.34 0.70
H 0.17 2.17 -1.29
H -0.43 1.09 -2.55
H 2.45 1.10 1.49
C 0.08 1.23 -1.66
C -0.41 0.48 -0.46
H -2.49 -2.77 -0.45
H 1.92 1.51 -0.21
O -1.84 -1.02 0.77

Properties
Frontier orbital gap   0.3610 Eh
Molecular weight   133.131 g mol⁻¹
Energy above the lowest of the compared OMol25 structures with the same formula, charge and spin   2.6898 eV
2S+1   1
Total energy   -668.926398 Eh
Lowest unoccupied orbital energy   0.8 eV

Here are the Mulliken charges for atoms 1 to 4, given in e: 0.031 -1.320 0.244 0.286

An isolated ion of composition C5H12NOS and charge -1. Source: the OMol25 dataset; level of theory: ωB97M-V with the def2-TZVPD basis set.

Positions of all 20 atoms, in Å:
H -0.17 0.83 1.14
H -0.73 2.53 -2.96
S 1.09 -1.99 3.41
H -0.51 -2.05 0.24
C -0.39 0.07 0.37
H -0.96 0.12 -2.26
N 0.51 0.22 -0.75
C -0.65 2.14 -1.91
H 1.52 -2.53 1.15
H -1.42 0.21 0.04
H 0.16 2.76 -1.43
O -1.83 2.17 -1.26
H 1.81 -0.83 1.49
C -0.28 -1.32 1.01
H -1.09 -1.45 1.74
C 1.09 -1.64 1.61
H -0.02 -1.32 3.73
H 0.67 0.55 -2.80
H 1.30 0.81 -0.55
C -0.08 0.71 -2.01

Properties
Frontier orbital gap   0.1941 Eh
Molecular weight   134.224 g mol⁻¹
Energy above the lowest of the compared OMol25 structures with the same formula, charge and spin   2.6027 eV
2S+1   1
Net charge   -1
Total energy   -725.858935 Eh
Lowest unoccupied orbital energy   2.9 eV

Here are the Mulliken charges for atoms 1 to 4, given in e: 0.219 0.272 -0.291 0.234

A 2-piece molecular cluster, C5H12NS overall. Source: the OMol25 dataset; level of theory: ωB97M-V with the def2-TZVPD basis set.

Positions of all 19 atoms, in Å:
H -1.23 1.72 -3.07
N -0.88 -0.63 2.01
C -0.58 -1.42 0.94
H -0.17 -0.35 -2.17
H -0.40 1.28 2.75
C 0.03 0.27 2.66
H -2.44 -2.41 0.86
H -0.81 0.61 -0.88
C -0.24 1.76 -2.59
H 0.26 -0.05 3.68
H -1.86 -0.49 2.23
H -1.20 -2.97 -0.39
S 1.64 0.62 -0.89
H 0.41 -1.23 0.53
C -1.45 -2.31 0.43
H -0.15 2.69 -2.04
H 0.53 1.76 -3.36
H 0.94 0.38 2.07
C -0.01 0.59 -1.63

Properties
Frontier orbital gap (spin up / spin down)   0.0802 / 0.2291 Eh
Molecular weight   118.225 g mol⁻¹
Energy above the lowest of the compared OMol25 structures with the same formula, charge and spin   0.8549 eV
2S+1   2
Net charge   -2
Total energy   -650.490789 Eh
Lowest unoccupied orbital energy (spin up / spin down)   6.3 / 6.4 eV

Here are the Mulliken charges for atoms 1 to 4, given in e: 0.414 -0.378 -0.101 0.133

A 2-piece molecular cluster, C5H12NS2 overall in a non-equilibrium geometry. Source: the OMol25 dataset; level of theory: ωB97M-V with the def2-TZVPD basis set.

Positions of all 20 atoms, in Å:
S -0.28 1.52 0.88
H 1.39 -1.73 0.16
H 2.12 0.92 0.90
H -2.81 -0.48 -0.98
H 2.77 -0.45 1.92
H 3.08 -0.42 0.29
N 1.03 -0.88 0.75
H 1.90 0.47 -2.06
H -3.26 0.94 0.01
H -2.00 1.13 -1.19
H 0.35 -0.51 -2.75
C 0.78 0.43 -2.26
H 0.36 -1.13 1.65
C -2.46 0.45 -0.54
H 0.22 1.46 -2.28
C 2.32 -0.14 0.98
C -1.35 0.08 0.42
C 0.10 0.04 0.00
H -2.50 -0.47 2.40
S -1.78 -1.24 1.69

Properties
Frontier orbital gap (spin up / spin down)   0.2732 / 0.2867 Eh
Molecular weight   150.292 g mol⁻¹
Energy above the lowest of the compared OMol25 structures with the same formula, charge and spin   2.1484 eV
2S+1   3
Net charge   +1
Total energy   -1048.342630 Eh
Lowest unoccupied orbital energy (spin up / spin down)   -3.3 / -6.3 eV

Here are the Mulliken charges for atoms 1 to 4, given in e: 0.036 0.393 0.258 0.328

A 2-piece molecular cluster, C5H12NS3 overall in a non-equilibrium geometry. Source: the OMol25 dataset; level of theory: ωB97M-V with the def2-TZVPD basis set.

Positions of all 21 atoms, in Å:
H 0.97 1.65 1.94
H 2.39 1.89 0.77
H -0.99 -1.36 -1.14
S -3.68 0.56 -0.09
H 2.36 0.69 1.97
H -2.46 3.10 0.19
C -1.99 0.70 0.10
N 1.23 0.29 0.18
H -0.37 -0.58 1.37
C 1.86 0.29 -1.04
H 1.02 0.63 -1.75
H 2.05 -0.74 -1.30
C -0.10 -1.65 -0.54
S -1.36 2.30 0.18
H 2.77 0.76 -0.90
H -3.96 -0.78 -0.29
C 1.72 1.19 1.18
S -0.77 -3.04 0.45
H 0.68 -1.95 -1.23
C 0.26 -0.50 0.43
H -1.62 -3.47 -0.49

Properties
Frontier orbital gap (spin up / spin down)   0.2290 / 0.2529 Eh
Molecular weight   182.359 g mol⁻¹
2S+1   3
Net charge   +1
Total energy   -1446.560573 Eh
Lowest unoccupied orbital energy (spin up / spin down)   -4.3 / -6.0 eV

Here are the Mulliken charges for atoms 1 to 4, given in e: 0.333 0.360 0.326 -0.144

A 2-piece molecular cluster, C5H12O overall in a non-equilibrium geometry. Source: the OMol25 dataset; level of theory: ωB97M-V with the def2-TZVPD basis set.

Positions of all 18 atoms, in Å:
C 0.57 0.10 1.99
H 0.20 -2.04 -0.99
H 0.82 0.89 2.70
H -0.43 -0.27 2.23
C 0.89 0.42 0.52
C -1.28 1.51 0.12
H 1.77 1.02 0.25
C -0.10 0.57 -1.86
H -1.30 1.54 1.19
H 1.11 -0.83 2.20
H -0.86 -2.99 -0.24
O 0.08 -2.69 -0.30
H 0.74 -0.11 -2.05
H 0.30 1.51 -2.25
C -0.24 0.83 -0.38
H 1.41 -0.50 0.18
H -0.92 0.15 -2.43
H -2.10 1.89 -0.48

Properties
Frontier orbital gap   0.3640 Eh
Molecular weight   88.150 g mol⁻¹
Energy above the lowest of the compared OMol25 structures with the same formula, charge and spin   1.5844 eV
2S+1   1
Total energy   -272.890434 Eh
Lowest unoccupied orbital energy   0.8 eV

Here are the Mulliken charges for atoms 1 to 4, given in e: -1.445 0.304 0.321 0.420

A 2-piece molecular cluster, C5H12O overall. Source: the OMol25 dataset; level of theory: ωB97M-V with the def2-TZVPD basis set.

Positions of all 18 atoms, in Å:
H -0.41 2.34 -1.11
C 0.24 1.67 -1.66
C -0.26 -1.14 0.77
H -0.48 -1.39 -2.45
O 1.04 -0.11 4.48
C 0.74 0.54 -0.76
H -0.91 -1.99 0.89
H 0.27 -0.66 1.59
H -1.75 -0.29 -1.93
H -1.66 -1.95 -1.26
C -0.23 -0.59 -0.45
H 0.34 -0.66 4.88
H 1.62 0.06 -1.20
H -0.29 1.31 -2.55
H 1.10 1.02 0.16
H 1.10 2.20 -2.06
H 0.62 0.72 4.22
C -1.08 -1.09 -1.57

Properties
Frontier orbital gap   0.3681 Eh
Molecular weight   88.150 g mol⁻¹
Energy above the lowest of the compared OMol25 structures with the same formula, charge and spin   0.8709 eV
2S+1   1
Total energy   -272.916655 Eh
Lowest unoccupied orbital energy   0.9 eV

Here are the Mulliken charges for atoms 1 to 4, given in e: 0.295 -1.181 -1.025 0.294

C5H12O in the gas phase in a non-equilibrium geometry. Source: the OMol25 dataset; level of theory: ωB97M-V with the def2-TZVPD basis set.

Positions of all 18 atoms, in Å:
C -0.55 -1.37 -1.11
O -1.80 1.15 1.01
H -2.42 1.94 0.74
H 1.44 -2.16 -0.15
C 0.09 -0.56 0.09
H -0.56 -2.37 -0.64
H -0.06 -0.97 -1.92
H -0.15 0.92 -1.25
H -0.10 1.39 1.97
C 0.28 0.89 -0.28
H 2.22 -0.64 -0.68
H -1.71 -1.23 -1.23
C -0.46 1.67 0.85
H 1.91 -0.79 1.07
H -0.42 2.68 0.79
H -0.45 -0.82 1.02
C 1.52 -1.13 0.14
H 1.21 1.39 -0.44

Properties
Frontier orbital gap   0.3994 Eh
Molecular weight   88.150 g mol⁻¹
Energy above the lowest of the compared OMol25 structures with the same formula, charge and spin   2.7940 eV
2S+1   1
Total energy   -272.845983 Eh
Lowest unoccupied orbital energy   0.9 eV

Here are the Mulliken charges for atoms 1 to 4, given in e: -1.616 -0.518 0.299 0.436

C5H12O in the gas phase. Source: the OMol25 dataset; level of theory: ωB97M-V with the def2-TZVPD basis set.

Positions of all 18 atoms, in Å:
O 0.70 0.35 2.65
H 0.31 1.87 0.01
H -0.81 1.63 2.00
H 0.28 0.23 3.51
H -1.38 0.22 -0.83
H 1.38 -0.04 -2.10
H -1.11 -0.09 1.70
C -0.32 0.69 1.72
H 1.37 0.53 0.44
H 0.26 1.30 -2.36
C -0.23 -1.55 -0.39
H -1.16 -1.92 0.06
H -0.04 -2.16 -1.28
C 0.32 0.82 0.33
C -0.32 -0.05 -0.75
C 0.32 0.24 -2.11
H -0.17 -0.33 -2.91
H 0.58 -1.73 0.32

Properties
Frontier orbital gap   0.4121 Eh
Molecular weight   88.150 g mol⁻¹
Energy above the lowest of the compared OMol25 structures with the same formula, charge and spin   0.4445 eV
2S+1   1
Total energy   -272.932324 Eh
Lowest unoccupied orbital energy   1.0 eV

Here are the Mulliken charges for atoms 1 to 4, given in e: -0.523 0.362 0.319 0.298

A 2-piece molecular cluster, C5H12O overall in a non-equilibrium geometry. Source: the OMol25 dataset; level of theory: ωB97M-V with the def2-TZVPD basis set.

Positions of all 18 atoms, in Å:
H -0.15 0.65 -1.98
C 0.00 -0.60 0.67
C -0.83 -0.14 -1.66
H -1.33 0.11 2.27
H -1.35 -1.64 2.00
H 1.43 0.59 1.66
H 2.49 3.10 -0.55
O 1.78 2.50 -0.28
H 0.97 2.95 -0.55
C 1.23 -0.36 1.17
H 0.84 -1.48 -1.10
H 2.11 -0.97 0.99
H -1.31 -0.65 -2.49
H -0.75 -2.04 -0.70
H -1.64 0.33 -1.11
H -2.13 -0.56 0.87
C -0.13 -1.13 -0.74
C -1.24 -0.67 1.51

Properties
Frontier orbital gap   0.3164 Eh
Molecular weight   88.150 g mol⁻¹
Energy above the lowest of the compared OMol25 structures with the same formula, charge and spin   2.1777 eV
2S+1   1
Total energy   -272.868630 Eh
Lowest unoccupied orbital energy   0.8 eV

Here are the Mulliken charges for atoms 1 to 4, given in e: 0.242 0.643 -1.038 0.359

C5H12O as an isolated structure. Source: the OMol25 dataset; level of theory: ωB97M-V with the def2-TZVPD basis set.

Positions of all 18 atoms, in Å:
H 0.65 -1.01 0.81
C 0.49 -0.18 0.12
C -0.88 0.27 -0.29
C -1.55 1.10 0.82
H -0.94 1.98 1.07
H 3.36 1.33 0.13
H -1.68 0.50 1.73
C 2.72 0.47 0.30
H -1.29 -1.51 -1.48
H 2.95 -0.28 1.06
C -1.74 -0.94 -0.65
H -2.74 -0.63 -0.95
H -0.76 0.90 -1.17
H 1.79 -1.38 -1.15
H 2.51 -1.12 -1.05
H -1.84 -1.62 0.20
O 1.46 0.67 -0.01
H -2.54 1.45 0.50

Properties
Frontier orbital gap (spin up / spin down)   0.3023 / 0.2959 Eh
Molecular weight   88.150 g mol⁻¹
Energy above the lowest of the compared OMol25 structures with the same formula, charge and spin   4.4175 eV
2S+1   1
Total energy   -272.786321 Eh
Lowest unoccupied orbital energy (spin up / spin down)   0.9 / 0.8 eV

Here are the Mulliken charges for atoms 1 to 4, given in e: 0.483 -0.646 0.888 -1.394